# C4H5NO

A cluster of 2 separate species, C4H5NO in total (the ωB97M-V functional and the def2-TZVPD basis, the Open Molecules 2025 dataset).

Last columns: bonded neighbours and bond lengths (Å).
CARTESIAN COORDINATES (ANGSTROEM)
1 C -0.06378 -1.06653 -1.52727  H5 1.082, H6 1.082, C11 1.317
2 C -0.71048 0.83005 1.09819  N8 1.228, C9 1.311
3 H 0.46224 -0.19460 2.48006  C9 1.083
4 O 2.13076 -0.01724 -1.03919  C11 1.164
5 H -0.56899 -1.62282 -0.74836  C1 1.082
6 H -0.44651 -1.04039 -2.53861  C1 1.082
7 H -1.74394 0.60171 -0.44543  N8 1.023
8 N -1.74983 1.03922 0.47929  C2 1.228, H7 1.023
9 C 0.38173 0.64400 1.79889  C2 1.311, H3 1.083, H10 1.084
10 H 1.20852 1.33768 1.70259  C9 1.084
11 C 1.10027 -0.51108 -1.26016  C1 1.317, O4 1.164

Properties
2S+1: 1
F_max in eV/A: 0.95
Net charge: 0
Energy relative to the best compared isomer or geometry (same formula, charge and spin) in kJ/mol: 231.5
SMILES: C=C=N.C=C=O
HOMO level in eV: -9.235